The following is a DFT calculation (wB97M-V/def2-TZVPD) of a 5-piece molecular cluster, C14H34BN5O14P overall.

Spin multiplicity: 2
Strongest force on any atom (eV/A): 0.53
Orbital gap (alpha / beta) (eV): 7.3 / 8.7
Electronic energy (eV): -61143.471

Geometry (Å):
C -2.136 -2.835 3.768
C -1.275 -2.122 2.715
C 0.191 -2.578 2.902
C -1.873 -2.493 1.340
C -1.810 -1.479 0.173
C -2.942 -1.854 -0.843
B -3.610 -0.741 -1.755
O -2.890 0.178 -2.463
O -4.977 -0.701 -1.917
P -0.263 -1.693 -0.762
O -0.185 -2.963 -1.501
O -0.170 -0.367 -1.641
O 1.002 -1.518 0.214
C -2.109 -0.078 0.720
C -1.376 0.400 1.975
C -2.153 1.604 2.531
C 0.076 0.850 1.717
N -1.417 -0.667 3.010
O -0.944 -0.331 4.145
H -1.698 -2.724 4.758
H -2.208 -3.897 3.521
H -3.145 -2.419 3.786
H 0.523 -3.203 2.075
H 0.872 -1.739 3.018
H 0.278 -3.184 3.803
H -2.934 -2.704 1.491
H -1.426 -3.443 1.033
H -2.586 -2.660 -1.494
H -3.751 -2.297 -0.253
H -3.460 0.874 -2.808
H -5.464 -1.201 -1.260
H 0.516 -0.533 -2.310
H 1.432 -2.375 0.354
H -3.179 -0.099 0.962
H -1.956 0.674 -0.056
H -3.227 1.512 2.363
H -1.809 2.521 2.050
H -1.965 1.689 3.600
H 0.800 0.061 1.889
H 0.328 1.687 2.367
H 0.185 1.186 0.683
C 2.942 -0.773 -5.441
N 2.670 0.193 -4.347
O 2.960 1.358 -4.497
O 2.160 -0.249 -3.330
H 3.391 -0.230 -6.263
H 3.604 -1.533 -5.035
H 1.990 -1.221 -5.711
C 4.421 -1.013 -0.560
N 4.518 -2.492 -0.427
O 5.009 -3.122 -1.339
O 4.084 -2.975 0.602
H 4.839 -0.732 -1.519
H 3.368 -0.756 -0.494
H 4.969 -0.567 0.262
C 2.259 2.806 -1.523
N 2.421 2.425 -0.092
O 3.234 1.566 0.182
O 1.727 3.002 0.718
H 2.930 2.196 -2.112
H 1.222 2.620 -1.790
H 2.479 3.866 -1.606
C -0.856 4.819 0.412
N -0.366 5.971 -0.391
O -0.103 5.772 -1.562
O -0.252 7.033 0.180
H -0.898 3.955 -0.239
H -0.148 4.667 1.220
H -1.835 5.080 0.805

Atoms 1-2, force components in eV/Å:
-0.075 -0.029 -0.010
-0.272 -0.004 -0.013

What are the Löwdin partial charges on each atom? They are as follows, in elementary charge units: atom 1 (C): -0.04, atom 2 (C): -0.44, atom 3 (C): -0.01, atom 4 (C): -0.09, atom 5 (C): -0.41, atom 6 (C): -0.04, atom 7 (B): -0.66, atom 8 (O): 0.17, atom 9 (O): 0.17, atom 10 (P): 0.49, atom 11 (O): -0.25, atom 12 (O): -0.11, atom 13 (O): -0.14, atom 14 (C): -0.09, atom 15 (C): -0.44, atom 16 (C): -0.01, atom 17 (C): -0.02, atom 18 (N): -0.13, atom 19 (O): -0.01, atom 20 (H): 0.08, atom 21 (H): 0.09, atom 22 (H): 0.09, atom 23 (H): 0.07, atom 24 (H): 0.08, atom 25 (H): 0.08, atom 26 (H): 0.11, atom 27 (H): 0.13, atom 28 (H): 0.12, atom 29 (H): 0.11, atom 30 (H): 0.11, atom 31 (H): 0.10, atom 32 (H): 0.05, atom 33 (H): 0.07, atom 34 (H): 0.13, atom 35 (H): 0.12, atom 36 (H): 0.08, atom 37 (H): 0.07, atom 38 (H): 0.09, atom 39 (H): 0.06, atom 40 (H): 0.08, atom 41 (H): 0.07, atom 42 (C): 0.07, atom 43 (N): -0.41, atom 44 (O): 0.09, atom 45 (O): 0.04, atom 46 (H): 0.10, atom 47 (H): 0.11, atom 48 (H): 0.11, atom 49 (C): 0.03, atom 50 (N): -0.44, atom 51 (O): 0.07, atom 52 (O): 0.06, atom 53 (H): 0.09, atom 54 (H): 0.06, atom 55 (H): 0.10, atom 56 (C): 0.06, atom 57 (N): -0.41, atom 58 (O): 0.07, atom 59 (O): 0.04, atom 60 (H): 0.07, atom 61 (H): 0.10, atom 62 (H): 0.10, atom 63 (C): 0.03, atom 64 (N): -0.45, atom 65 (O): 0.05, atom 66 (O): 0.07, atom 67 (H): 0.09, atom 68 (H): 0.09, atom 69 (H): 0.10